{"formula": "C63H40Cl4N5O2PSSc", "method": "wB97M-V/def2-TZVPD", "symbols": ["Sc", "Cl", "C", "C", "C", "C", "C", "C", "C", "C", "C", "C", "C", "C", "C", "C", "C", "C", "Cl", "C", "C", "C", "N", "C", "C", "C", "C", "C", "C", "Cl", "C", "C", "C", "C", "C", "C", "N", "C", "C", "C", "C", "C", "N", "C", "C", "C", "C", "Cl", "C", "C", "C", "C", "N", "H", "H", "H", "H", "H", "H", "H", "H", "H", "H", "H", "H", "H", "H", "H", "H", "H", "H", "H", "H", "H", "H", "H", "H", "S", "C", "C", "C", "C", "C", "N", "H", "H", "H", "H", "O", "C", "O", "C", "P", "C", "C", "C", "C", "C", "C", "C", "C", "C", "C", "C", "C", "H", "H", "H", "H", "H", "H", "H", "H", "H", "H", "H", "H"], "xyz": [[0.628466, -0.017843, 0.798434], [-0.980852, 0.513576, 9.827425], [-0.674312, 0.083822, 8.172533], [0.087761, 0.926846, 7.379738], [0.328252, 0.575820, 6.063865], [-0.180251, -0.610681, 5.523714], [-0.936005, -1.441306, 6.348862], [-1.184964, -1.100328, 7.668702], [0.126420, -0.898000, 4.109108], [-0.867306, -1.275503, 3.203500], [-2.233615, -1.614079, 3.506634], [-2.755742, -2.160508, 2.382234], [-1.734352, -2.091712, 1.367894], [-1.866818, -2.566697, 0.057558], [-3.023736, -3.441508, -0.264322], [-2.798721, -4.781979, -0.572252], [-3.846805, -5.636108, -0.870775], [-5.137730, -5.133642, -0.877751], [-6.456034, -6.197975, -1.262766], [-5.389194, -3.802441, -0.594191], [-4.330571, -2.966005, -0.278224], [-1.002517, -2.272151, -1.000171], [0.091096, -1.457358, -0.940997], [0.515804, -1.293334, -2.229221], [1.670367, -0.608915, -2.620301], [1.963973, -0.484476, -4.071341], [1.999556, 0.770772, -4.673425], [2.246789, 0.904925, -6.029588], [2.465470, -0.229092, -6.792440], [2.760867, -0.071694, -8.496415], [2.450242, -1.489016, -6.218395], [2.200085, -1.608519, -4.861044], [2.631063, -0.138540, -1.714226], [3.971996, 0.232339, -2.076359], [4.687842, 0.280007, -0.925575], [3.782685, -0.037727, 0.144259], [2.521246, -0.222080, -0.355640], [4.161780, -0.238070, 1.473210], [3.293362, -0.523649, 2.536529], [3.717035, -0.804433, 3.879692], [2.593579, -0.927033, 4.628914], [1.480968, -0.768475, 3.735202], [1.929792, -0.556863, 2.471930], [5.617977, -0.240598, 1.778056], [6.193150, 0.699683, 2.629708], [7.546128, 0.652858, 2.924296], [8.326098, -0.349274, 2.372545], [10.025870, -0.411779, 2.735004], [7.777373, -1.299177, 1.528684], [6.425468, -1.236106, 1.232659], [-0.367629, -1.984936, -3.132012], [-1.286654, -2.621219, -2.370502], [-0.608908, -1.535887, 1.886023], [0.489950, 1.843784, 7.787036], [0.906219, 1.231976, 5.426225], [-1.315486, -2.378565, 5.966208], [-1.760995, -1.752525, 8.310700], [-2.733048, -1.441934, 4.442815], [-3.748958, -2.544433, 2.232387], [-1.783080, -5.153539, -0.582852], [-3.663056, -6.678131, -1.093077], [-6.402405, -3.426147, -0.612722], [-4.517806, -1.922272, -0.068224], [1.812844, 1.652235, -4.080045], [2.254201, 1.880346, -6.494807], [2.619857, -2.365820, -6.827570], [2.196228, -2.586227, -4.397780], [4.320985, 0.396424, -3.081266], [5.729427, 0.523308, -0.809080], [4.736421, -0.888983, 4.211400], [2.525407, -1.152842, 5.679169], [5.571325, 1.481422, 3.041284], [7.988226, 1.390634, 3.578651], [8.398193, -2.078517, 1.109948], [5.985464, -1.974646, 0.576003], [-0.280740, -1.981732, -4.204709], [-2.116501, -3.220312, -2.703633], [3.245782, 2.514671, 2.684754], [2.237150, 3.271076, 1.555437], [2.544567, 4.618530, 1.224134], [1.650856, 5.390425, 0.537519], [0.432073, 4.810611, 0.181005], [0.245529, 3.474088, 0.441112], [1.122433, 2.657464, 1.051208], [3.491368, 5.010480, 1.563738], [1.864779, 6.425423, 0.298458], [-0.349127, 5.379562, -0.302125], [-0.691097, 3.029294, 0.142315], [-2.384858, 1.729952, 2.294678], [-2.247805, 1.404230, 1.134786], [-1.148224, 0.899220, 0.643365], [-3.429119, 1.586914, 0.124219], [-2.948767, 0.665532, -1.425981], [-2.241094, 2.105152, -2.342322], [-0.861372, 2.266848, -2.381294], [-0.299666, 3.393578, -2.963308], [-1.107207, 4.341883, -3.567121], [-2.483649, 4.166130, -3.576577], [-3.048209, 3.064844, -2.954929], [-4.531984, 0.515768, -2.358816], [-5.782474, 0.375323, -1.762850], [-6.883741, -0.028708, -2.505231], [-6.752427, -0.301871, -3.855738], [-5.514205, -0.156347, -4.467773], [-4.419051, 0.245677, -3.726364], [-3.568441, 2.650529, -0.084440], [-4.339521, 1.201133, 0.583765], [-0.224403, 1.527632, -1.913463], [0.774110, 3.531177, -2.924946], [-0.668804, 5.223185, -4.017226], [-3.122650, 4.901132, -4.049798], [-4.124350, 2.951752, -2.940619], [-5.900520, 0.591903, -0.708598], [-7.846776, -0.135859, -2.022173], [-7.606249, -0.630142, -4.433022], [-5.400888, -0.369588, -5.522961], [-3.450435, 0.353970, -4.197871]], "forces_ev_per_a": [[0.1, -0.3, 0.0], [0.0, 0.0, 0.1], [0.1, 0.0, -0.2], [0.0, 0.0, 0.1], [-0.1, -0.1, 0.0], [-0.1, 0.1, 0.2], [0.1, 0.0, 0.0], [0.0, 0.0, 0.1], [0.0, 0.0, -0.3], [0.3, 0.0, 0.2], [-0.1, 0.0, -0.1], [0.0, 0.0, 0.1], [0.1, -0.1, 0.0], [0.1, 0.2, -0.2], [-0.1, -0.1, 0.1], [0.0, 0.0, 0.0], [0.0, 0.1, 0.0], [0.1, 0.0, 0.0], [-0.1, -0.1, 0.0], [-0.1, 0.0, 0.1], [0.0, 0.0, -0.1], [-0.2, 0.3, 0.3], [0.0, 0.3, 0.3], [0.2, 0.2, 0.0], [-0.2, 0.0, 0.2], [0.0, 0.0, -0.1], [0.0, -0.1, -0.1], [0.0, 0.0, -0.1], [0.0, 0.0, 0.1], [0.0, 0.0, -0.2], [0.0, 0.0, 0.0], [0.1, 0.1, 0.1], [0.0, -0.1, 0.0], [0.0, 0.0, 0.1], [-0.1, 0.1, -0.1], [0.0, 0.0, 0.2], [-0.1, 0.1, 0.1], [-0.2, -0.1, 0.1], [0.1, -0.3, -0.2], [-0.1, 0.0, 0.0], [0.0, 0.1, 0.0], [-0.1, 0.0, 0.0], [0.0, 0.0, -0.2], [0.1, 0.0, 0.0], [0.0, 0.0, -0.1], [0.0, 0.0, 0.0], [-0.1, 0.0, 0.0], [0.1, 0.0, 0.0], [0.1, 0.0, 0.0], [0.0, 0.1, 0.1], [-0.1, -0.1, 0.0], [0.1, 0.1, -0.1], [0.1, 0.2, -0.2], [0.0, 0.0, 0.0], [0.0, 0.1, 0.0], [0.0, 0.0, 0.0], [0.0, 0.0, 0.0], [0.0, 0.0, 0.1], [-0.1, -0.1, 0.1], [0.0, 0.0, 0.1], [0.0, 0.0, 0.0], [0.0, 0.0, 0.0], [0.0, 0.1, 0.0], [0.0, 0.1, 0.1], [0.0, 0.0, 0.0], [0.0, 0.0, 0.0], [0.0, 0.0, 0.0], [0.0, 0.0, 0.0], [0.1, 0.0, 0.0], [0.1, 0.0, 0.0], [0.0, 0.0, 0.1], [0.0, 0.1, 0.0], [0.0, 0.0, 0.0], [0.0, 0.0, 0.0], [0.0, 0.0, 0.0], [-0.1, 0.0, 0.0], [0.0, 0.0, 0.0], [0.2, -0.2, 0.4], [0.0, -0.1, 0.1], [-0.2, 0.2, -0.3], [0.0, -0.1, 0.1], [-0.1, 0.1, -0.1], [-0.2, 0.0, -0.1], [0.2, 0.2, 0.0], [0.0, 0.0, 0.1], [0.0, 0.0, 0.0], [0.0, 0.0, -0.1], [0.1, -0.1, -0.1], [-0.2, 0.0, 0.0], [-0.2, 0.0, 0.1], [-0.6, 0.2, -0.4], [0.9, -0.5, 0.0], [-0.3, 0.4, -0.2], [0.0, -0.2, -0.1], [-0.1, 0.0, 0.0], [0.1, 0.0, -0.1], [0.1, 0.0, 0.0], [-0.1, 0.0, 0.0], [0.1, 0.1, 0.1], [0.1, -0.3, 0.1], [0.2, 0.1, 0.0], [-0.1, 0.0, 0.0], [-0.1, 0.0, 0.0], [0.0, 0.0, 0.0], [0.0, 0.0, 0.1], [0.0, -0.1, 0.1], [0.1, 0.0, 0.1], [0.0, -0.1, 0.0], [0.0, 0.0, 0.0], [0.0, 0.0, 0.0], [0.0, 0.0, 0.0], [0.0, 0.0, 0.0], [-0.1, -0.1, 0.0], [0.0, 0.0, 0.0], [0.0, 0.0, 0.0], [0.0, 0.0, 0.0], [0.0, -0.1, -0.1]], "total_charge": -1, "largest_force_ev_per_a": 1.1, "mol_weight_g_mol": 1148.855, "e_above_lowest_kj_mol": 0.0, "homo_lumo_gap_ev": 4.928, "e_lumo_ha": 0.0319}